(1)
16
Properties=species:S:1:pos:R:3:forces:R:3:lowdin_charge:R:1 method="wB97M-V/def2-TZVPD" smiles="COC1=CC=N[C@@]1(Cl)C=O" homo_energy_ev=-9.25 e_above_lowest_kcal_mol=36.58
C 0.280144 -0.637546 1.218383 -0.649 1.309 0.394 0.000
C 0.534533 -1.941919 0.632275 0.702 1.614 -0.907 -0.110
C 0.262743 0.226674 0.195728 0.423 -1.363 -3.580 -0.259
C -0.640787 -0.801919 -2.155271 1.072 0.925 1.344 -0.230
C 0.591578 -0.709190 -1.197737 -1.362 2.851 2.954 -0.740
C -0.436867 2.140071 1.205914 -5.516 1.128 -2.135 -0.057
N 0.819198 -1.954443 -0.612698 0.004 -1.478 -1.006 0.031
O -1.641222 -0.170885 -2.054168 -0.500 0.356 0.325 0.106
O 0.018981 1.510446 0.027251 -0.066 -0.223 -0.068 -0.048
Cl 1.966905 0.001820 -2.049298 0.004 -0.209 -0.205 0.705
H 0.092423 -0.266560 2.226149 0.079 -0.921 -0.103 0.109
H 0.613040 -2.864289 1.079864 -0.050 -1.769 1.639 0.092
H -0.469231 -1.491351 -2.929078 0.256 -1.303 -1.435 0.105
H -0.744943 3.198243 1.016952 1.203 -0.682 -0.169 0.110
H 0.258838 2.007055 1.911055 2.338 -0.138 3.089 0.046
H -1.505333 1.753793 1.484679 2.062 -0.097 -0.139 0.142

(2)
16
Properties=species:S:1:pos:R:3:forces:R:3:lowdin_charge:R:1 method="wB97M-V/def2-TZVPD" homo_energy_ev="-9.12 / -7.25" e_above_lowest_kcal_mol=87.32
C -0.882837 0.263007 1.255647 0.080 0.139 -0.025 -0.062
C -0.824553 0.118012 -1.222678 0.013 0.703 0.000 -0.071
C 0.381023 0.721281 1.236234 -0.274 0.036 0.294 -0.131
C 0.401072 0.699324 -1.224928 -0.363 0.085 -0.180 -0.149
C -1.647664 -0.007620 0.009081 0.111 -0.055 -0.037 -0.180
C 1.043209 0.946512 -0.004376 0.351 -0.587 -0.089 -0.668
N 1.478324 -1.584964 -0.061673 -0.077 1.057 -0.191 -0.247
O 0.460899 -1.998831 -0.557081 0.510 -0.872 0.428 0.037
O 2.369814 -2.140555 0.514966 -0.320 -0.406 -0.138 0.050
Cl 2.624138 1.619951 0.013179 -0.086 0.052 0.009 0.717
H -1.387942 0.080558 2.192598 0.040 0.022 0.135 0.111
H -1.292668 -0.159078 -2.153211 0.016 -0.068 -0.177 0.116
H 0.931022 0.892335 2.149300 0.013 0.047 0.069 0.109
H 0.941514 0.853691 -2.144825 0.074 0.004 -0.094 0.112
H -2.103423 -1.002088 0.054510 -0.046 -0.039 0.006 0.124
H -2.491925 0.698469 -0.056739 -0.042 -0.118 -0.008 0.133

(3)
15
Properties=species:S:1:pos:R:3:forces:R:3:lowdin_charge:R:1 method="wB97M-V/def2-TZVPD" spin_multiplicity=6 homo_energy_ev="-11.15 / -14.01" e_above_lowest_kcal_mol=0.00 charge=+1
C -0.626417 0.872149 -1.306938 -1.075 -0.325 0.042 0.022
C 0.695312 0.729171 -0.780755 1.121 -1.358 1.834 -0.263
O 1.702295 1.324516 -1.196668 -1.449 0.125 -0.589 -0.056
H -0.745742 1.494128 -2.194596 0.027 -0.147 0.283 0.137
Cr 3.476704 0.998541 -0.360361 1.821 0.605 -0.224 0.816
O 2.257801 -0.284432 0.747554 0.069 -0.678 0.748 -0.038
C 0.935289 -0.250471 0.423136 -1.513 1.364 -1.750 -0.223
C -0.085794 -0.860715 1.008321 -1.823 0.478 -0.518 0.055
C -1.553009 -0.597528 0.475795 1.647 -0.973 1.304 -0.132
C -1.678735 0.236309 -0.719912 0.908 0.755 -0.854 -0.016
H 2.455353 -0.805551 1.535649 -0.242 -0.106 0.024 0.150
H 0.000707 -1.482686 1.898788 0.072 0.049 -0.247 0.130
H -2.114670 -0.143859 1.311018 0.058 -0.061 -0.225 0.145
H -2.044501 -1.572108 0.313291 0.133 0.255 0.013 0.140
H -2.674597 0.342542 -1.154320 0.247 0.017 0.158 0.134

(4)
18
Properties=species:S:1:pos:R:3:forces:R:3:lowdin_charge:R:1 method="wB97M-V/def2-TZVPD" spin_multiplicity=6 homo_energy_ev="-23.02 / -23.02" e_above_lowest_kcal_mol=56.27 charge=+3
Dy 1.012671 0.229559 -0.835955 -0.722 2.547 2.406 1.815
O -0.978927 3.638721 -3.652452 1.065 -1.771 2.656 0.144
C -0.602644 3.004217 -2.781593 -0.908 1.543 -2.410 0.041
C 2.591688 -1.033600 -1.979548 4.529 -4.963 -5.561 0.009
O 3.118471 -1.686917 -2.784470 -2.691 3.548 4.505 0.284
C -0.922690 -1.017093 -1.475887 -5.497 -5.260 -2.807 0.008
O -1.687485 -1.758322 -1.952111 4.190 4.276 2.778 0.276
C 0.485818 0.272391 -3.242757 -0.266 -1.616 -7.933 -0.101
O 0.416167 -0.005328 -4.377623 0.235 1.784 6.448 0.253
C -0.683459 -0.606506 3.253260 -0.006 -0.024 -0.367 -0.015
C -0.540689 0.399894 2.128564 -1.549 0.766 1.243 -0.206
O 0.563529 -0.047409 1.294874 2.125 -1.410 -0.896 -0.289
H -0.875598 -1.590452 2.816034 -0.137 -0.017 0.180 0.105
H -1.505300 -0.359292 3.925314 -0.020 0.086 -0.086 0.125
H 0.224976 -0.656952 3.859810 0.041 0.134 0.042 0.113
H -1.417100 0.453432 1.481316 -0.115 -0.154 0.017 0.129
H -0.289132 1.414541 2.427298 0.016 -0.021 0.318 0.143
H 1.089702 -0.650889 1.895921 -0.290 0.552 -0.532 0.166

(5)
18
Properties=species:S:1:pos:R:3:forces:R:3:lowdin_charge:R:1 method="wB97M-V/def2-TZVPD" homo_energy_ev=-9.09 e_above_lowest_kcal_mol=0.00
C 1.231527 -0.772611 1.159197 0.853 1.027 -3.681 -0.139
C 0.397691 -0.138653 -1.500612 -2.633 1.106 4.568 -0.215
C -0.236131 -0.915294 1.192091 -0.844 -1.026 0.363 -0.246
C 1.533020 0.476722 -0.908916 2.055 1.912 -0.514 -0.228
C -0.939581 -0.055442 0.132687 1.092 -1.097 -0.672 -0.669
C -1.250088 1.353907 0.479952 1.877 2.502 -2.399 -0.697
N 1.981855 -0.251410 0.240122 -0.399 -0.761 2.207 0.069
N 0.168705 -0.900859 -2.374994 -0.569 -1.897 -2.638 0.207
F -1.608990 2.015773 -0.688609 0.176 -0.461 0.423 0.044
F -2.190079 1.694292 1.319243 -0.329 -0.513 1.237 0.146
F -0.076249 2.034422 0.855194 -1.231 -0.895 0.383 0.066
I -2.752612 -0.950408 -0.375243 -0.474 -0.398 -0.500 1.028
H 1.788786 -1.348136 1.818129 0.862 -0.823 1.769 0.090
H -0.505547 -2.027721 1.077322 0.601 1.461 -0.386 0.117
H -0.561759 -0.815644 2.239916 -0.230 0.654 -0.180 0.123
H 2.361834 0.444214 -1.661292 -0.516 0.092 0.512 0.139
H 1.376949 1.550564 -0.641075 0.034 -0.895 -0.339 0.137
H -0.719327 -1.393718 -2.363115 -0.326 0.012 -0.152 0.027

(6)
16
Properties=species:S:1:pos:R:3:forces:R:3:lowdin_charge:R:1 method="wB97M-V/def2-TZVPD" spin_multiplicity=3 homo_energy_ev="-7.81 / -9.59"
C -0.219983 0.510043 -1.059016 0.399 -1.347 -0.381 -0.118
C 0.165150 -0.870690 -1.319493 -0.211 -0.836 -2.183 -0.193
C -0.421856 1.087354 0.094766 -0.085 -0.217 0.671 -0.115
C 0.716617 -1.753269 -0.560483 0.280 -1.818 0.551 0.125
C -0.464545 0.393742 1.419049 1.334 -0.342 0.396 -0.075
C 0.837227 -0.417693 1.572882 1.394 2.263 2.571 -0.171
N 1.026545 -1.509766 2.516073 2.152 1.479 -1.032 -0.378
O 2.166103 -1.766184 2.945481 -1.408 0.397 -0.582 0.061
O 0.025281 -2.132207 2.712370 -1.719 -1.393 0.655 0.077
F 1.975521 0.323953 1.491696 -1.477 -0.988 -0.331 0.100
H -0.280951 1.073473 -1.931373 -0.005 1.173 -1.314 0.086
H 0.100712 -1.257652 -2.403308 -0.207 0.867 1.171 0.133
H -0.477619 2.142276 0.093446 -0.499 0.986 0.114 0.098
H 1.044629 -2.797282 -0.512106 -0.110 0.684 -0.264 0.074
H -0.435906 1.260229 2.172541 -0.349 -1.741 -0.415 0.155
H -1.312207 -0.330002 1.474465 0.511 0.834 0.374 0.140

(7)
18
Properties=species:S:1:pos:R:3:forces:R:3:lowdin_charge:R:1 method="wB97M-V/def2-TZVPD" homo_energy_ev=-25.48 e_above_lowest_kcal_mol=20.64 charge=+3
Ga -0.012146 0.005956 -0.309608 0.709 -0.591 2.937 0.092
O -0.004642 3.143666 0.208598 -0.025 -5.980 -0.383 0.369
C -0.010197 1.988354 0.120822 0.007 8.079 1.051 0.128
C -0.028181 -2.007079 0.041334 0.353 -7.195 1.355 0.104
O 0.012337 -3.143503 0.228710 -0.216 5.266 -0.848 0.373
C 1.999772 0.025684 -0.098025 7.790 -0.280 0.652 0.127
O 3.149233 0.002415 0.006819 -5.574 0.137 -0.457 0.370
C -1.997375 0.001932 -0.014881 -8.442 -0.027 0.275 0.152
O -3.155979 -0.005733 -0.012380 6.080 0.037 0.088 0.371
C -0.001801 0.709227 -2.234323 -0.086 -1.862 -2.802 0.015
H -0.945029 1.262924 -2.378863 0.253 -0.214 0.139 0.157
H 0.940214 1.265938 -2.379073 -0.276 -0.204 0.218 0.158
C 0.001196 -0.705103 -2.244812 -0.070 1.890 -2.955 0.028
H 0.945560 -1.262553 -2.378885 -0.315 0.217 0.196 0.159
H -0.940430 -1.266042 -2.379973 0.294 0.227 0.141 0.158
O 0.536782 -0.445194 2.081619 -1.041 1.160 -1.682 -0.002
H 0.803030 0.496849 2.247580 -0.512 -1.097 1.058 0.120
H -0.416143 -0.597138 2.304343 1.072 0.435 1.018 0.122

(8)
17
Properties=species:S:1:pos:R:3:forces:R:3:lowdin_charge:R:1 method="wB97M-V/def2-TZVPD" homo_energy_ev="-13.74 / -13.74" e_above_lowest_kcal_mol=91.98 charge=+1
C 2.082589 1.383277 -0.056593 0.329 1.215 -1.268 -0.048
C 0.812160 1.815271 -0.529697 2.310 1.053 0.458 -0.058
C 2.186436 0.128486 0.485676 1.051 -1.576 0.341 -0.061
C -0.324187 1.141052 -0.232269 -2.825 0.288 -0.729 -0.084
C 1.015083 -0.674443 0.668879 2.715 -0.447 0.790 -0.093
C -0.184457 -0.110773 0.359943 -0.912 -1.084 0.938 -0.356
N -1.362608 -2.744369 -1.199634 -4.894 6.944 1.232 0.189
N -1.983318 -1.619106 -0.637847 2.647 -6.543 -4.806 -0.311
O -2.689479 0.054011 1.074002 0.021 -0.638 0.578 -1.016
S -1.670556 -1.123744 0.882333 2.197 1.741 0.818 1.038
I -4.030699 0.535962 -0.296672 -1.077 0.540 -0.632 1.121
H 2.951040 2.116793 -0.276257 -1.342 -1.745 0.641 0.155
H 0.907398 2.759797 -1.061797 -0.959 -0.117 0.077 0.124
H 3.195686 -0.347045 0.739169 -1.622 0.933 -0.248 0.145
H -1.359013 1.563003 -0.509399 1.894 -0.752 0.457 0.091
H 1.258796 -1.682488 1.126503 -1.057 1.225 -0.576 0.141
H -0.804866 -3.195692 -0.536339 1.527 -1.036 1.929 0.021

(9)
15
Properties=species:S:1:pos:R:3:forces:R:3:lowdin_charge:R:1 method="wB97M-V/def2-TZVPD" homo_energy_ev=-3.20 e_above_lowest_kcal_mol=0.00 charge=-1
C -0.025997 -1.814320 -0.415633 -0.083 -0.139 0.070 -0.033
C -0.451896 -0.576045 -0.182984 -0.176 -0.306 -0.017 -0.184
C -3.104573 2.142373 -0.912370 0.779 -0.129 -0.204 -0.537
C 0.096396 1.881427 0.272035 0.310 0.061 0.313 -0.278
C 0.240381 0.638971 -0.579088 0.467 0.343 -0.127 -0.438
C -0.606101 1.824163 -1.037864 -0.650 0.253 -0.285 -0.653
O -3.358506 2.292461 -2.032976 -0.317 0.169 -1.041 0.123
O -3.198396 2.041173 0.241696 -0.124 -0.120 1.201 0.119
I 0.412741 3.016805 -2.615143 -0.039 -0.221 0.263 0.466
H -0.584897 -2.684748 -0.105861 -0.138 -0.051 0.074 0.026
H 0.899677 -2.009412 -0.935566 0.195 0.066 -0.099 0.037
H -1.392381 -0.418759 0.334481 -0.114 -0.043 0.025 0.101
H -0.539708 1.801667 1.151440 -0.108 0.063 -0.018 0.079
H 0.988829 2.473090 0.458765 0.023 -0.072 -0.170 0.069
H 1.216524 0.466181 -1.026986 -0.025 0.126 0.014 0.102

(10)
16
Properties=species:S:1:pos:R:3:forces:R:3:lowdin_charge:R:1 method="wB97M-V/def2-TZVPD" spin_multiplicity=5 homo_energy_ev="-17.23 / -17.23" e_above_lowest_kcal_mol=0.00 charge=+3
C -1.633349 2.127647 0.541862 0.511 0.177 -0.118 -0.019
C -1.605577 1.006176 -0.203934 0.309 0.073 -0.011 -0.231
C -1.310133 -0.361509 0.240616 -0.130 -0.134 -0.124 -0.134
H -1.878863 3.083966 0.079488 -0.028 -0.261 0.189 0.083
H -1.470573 2.118558 1.623776 -0.206 -0.009 -0.191 0.084
H -1.787929 1.084666 -1.278893 -0.143 -0.014 0.277 0.123
H -1.437163 -1.181977 -0.469754 0.062 0.221 0.296 0.126
C -1.269962 -0.739533 1.525644 -0.224 -0.148 0.753 -0.129
O -1.206326 -1.066846 2.626801 0.037 0.311 -0.988 0.280
O 2.024507 0.063753 -0.350020 0.901 0.726 -0.358 -0.044
C 1.738658 -1.062154 -0.623167 -1.216 -0.718 0.926 -0.281
C 1.174372 -2.208262 -0.863029 2.136 0.670 -1.400 0.114
Li 0.738994 1.554027 0.101587 -1.025 -0.146 0.127 0.782
Nd 5.363522 0.931270 -0.874229 0.265 -0.099 -0.015 1.967
H 1.356813 -2.356049 -1.969069 -0.875 -0.586 0.931 0.148
H 1.203015 -2.993734 -0.107679 -0.374 -0.062 -0.295 0.130

(11)
13
Properties=species:S:1:pos:R:3:forces:R:3:lowdin_charge:R:1 method="wB97M-V/def2-TZVPD" homo_energy_ev=-12.83 e_above_lowest_kcal_mol=114.34 charge=+1
C -0.941877 -0.087279 -0.428926 2.287 0.646 0.227 0.361
C 0.214697 0.221046 -0.339083 2.322 -0.099 0.085 0.020
C 3.895190 -0.138578 0.045486 0.346 -0.186 0.562 -0.085
C 2.770261 0.515631 -0.473404 2.524 1.228 -0.627 -0.037
C 4.792977 -0.646497 0.658167 0.634 -0.872 0.113 0.214
C 1.546512 0.301191 -0.300616 -3.340 0.186 -0.167 0.157
N -4.620023 0.006108 0.158407 3.296 -1.899 1.070 0.038
H -1.893806 -0.358232 -0.470718 -4.108 -0.941 -0.214 0.024
H 5.583558 -1.232692 1.148216 -0.721 0.791 -0.447 0.089
H 2.907822 1.451141 -1.101735 -0.145 -0.742 0.426 0.211
H -4.264840 0.788253 0.656110 -0.702 0.910 0.088 0.003
H -4.530757 -0.812232 0.755809 -0.257 0.254 -0.209 0.022
H -5.459717 -0.007859 -0.307716 -2.138 0.723 -0.907 -0.018

(12)
13
Properties=species:S:1:pos:R:3:forces:R:3:lowdin_charge:R:1 method="wB97M-V/def2-TZVPD" homo_energy_ev="-13.96 / -13.70" e_above_lowest_kcal_mol=180.00 charge=+1
C 5.074265 -0.185191 0.404939 -0.891 0.266 -0.589 0.253
C 3.956071 0.027575 0.025338 -3.172 -0.018 0.467 -0.079
C 2.588734 0.089306 -0.150118 6.835 0.313 2.874 -0.138
C 1.646463 0.004865 -0.883600 -6.443 -0.231 -2.977 0.135
C -0.896144 -0.098300 -0.462407 0.467 0.562 0.787 0.218
C -3.307774 0.069097 0.086988 -0.076 -2.948 2.620 0.009
N -1.885525 0.236125 0.240395 2.927 1.261 1.173 -0.028
H 6.070347 -0.209976 0.563220 2.640 -0.237 0.662 0.039
H -0.848762 -0.585486 -1.370596 -0.275 -1.068 -1.786 0.061
H -3.749526 0.967600 -0.186629 -0.914 1.404 -0.860 0.087
H -3.456286 -0.828734 -0.502335 -0.424 0.392 -0.558 0.112
H -3.632084 -0.221985 1.141056 0.009 0.524 -1.392 0.141
H -1.559773 0.735102 1.093747 -0.683 -0.220 -0.420 0.191

The evaluated electronic energy for the records listed, in turn: -24423.975; -24421.775; -38827.126; -40603.330; -25549.816; -14612.773; -68893.861; -30270.042; -18514.189; -25863.010; -7794.784; -7791.937 eV.